(1)
{
  "formula": "C3H6N2O",
  "method": "ωB97M-V/def2-TZVPD",
  "symbols": ["N", "C", "C", "O", "H", "C", "N", "H", "H", "H", "H", "H"],
  "xyz": [[-1.79, -0.88, -1.24], [-1.53, -0.15, -0.39], [-1.68, 0.76, 0.77], [-0.84, 1.48, 1.24], [-2.71, 0.70, 1.14], [1.53, -0.54, 0.21], [0.93, 0.12, -0.93], [0.91, -1.34, 0.64], [1.74, 0.18, 1.00], [2.48, -0.98, -0.11], [0.66, 1.08, -0.83], [0.31, -0.43, -1.50]],
  "e_tot_ha": -302.58967,
  "gap_ev": 7.9,
  "smiles": "N#CC=O.CN",
  "relative_energy_ev": 2.8145
}

(2)
{
  "formula": "C24H33N4Se2Si2Y",
  "method": "ωB97M-V/def2-TZVPD",
  "symbols": ["Y", "Se", "Se", "C", "C", "C", "C", "C", "N", "C", "C", "C", "C", "C", "N", "H", "H", "H", "H", "H", "H", "H", "H", "C", "Si", "C", "C", "C", "C", "C", "C", "C", "C", "N", "Si", "C", "C", "C", "H", "H", "H", "H", "H", "H", "H", "H", "H", "H", "H", "H", "H", "H", "H", "H", "H", "H", "H", "H", "H", "H", "C", "C", "N", "H", "H", "H"],
  "xyz": [[-0.86, -0.29, 0.27], [-3.23, -2.26, 1.62], [-1.36, -2.54, 3.01], [-1.14, -0.71, 3.56], [-0.97, -0.46, 4.91], [-0.82, 0.85, 5.34], [-0.89, 1.87, 4.40], [-1.06, 1.54, 3.07], [-1.15, 0.27, 2.64], [-2.46, -3.18, 0.11], [-2.95, -4.41, -0.27], [-2.30, -5.09, -1.29], [-1.17, -4.54, -1.85], [-0.74, -3.30, -1.41], [-1.39, -2.61, -0.47], [-0.98, -1.28, 5.61], [-0.68, 1.07, 6.39], [-0.81, 2.91, 4.69], [-1.09, 2.31, 2.32], [-3.81, -4.84, 0.24], [-2.67, -6.06, -1.62], [-0.61, -5.05, -2.62], [0.15, -2.83, -1.81], [2.36, 1.13, -3.63], [0.82, 0.84, -2.62], [-0.06, -0.64, -3.39], [-0.35, 2.30, -2.85], [1.06, 0.56, -0.78], [1.85, -0.64, -0.38], [3.15, -0.96, -0.80], [3.77, -2.08, -0.29], [3.11, -2.89, 0.62], [1.83, -2.54, 0.99], [1.22, -1.45, 0.51], [1.64, 2.06, 0.20], [3.15, 2.93, -0.48], [2.12, 1.46, 1.92], [0.23, 3.31, 0.31], [2.08, 1.31, -4.67], [3.03, 0.26, -3.63], [2.93, 1.99, -3.28], [-0.31, -0.39, -4.43], [-1.01, -0.91, -2.91], [0.57, -1.53, -3.43], [-0.72, 2.31, -3.87], [0.16, 3.26, -2.69], [-1.22, 2.27, -2.19], [3.65, -0.30, -1.50], [4.78, -2.32, -0.60], [3.58, -3.77, 1.04], [1.26, -3.14, 1.69], [3.98, 2.24, -0.61], [3.46, 3.71, 0.21], [2.96, 3.41, -1.45], [3.14, 1.07, 1.90], [1.49, 0.66, 2.34], [2.11, 2.29, 2.64], [0.22, 3.97, -0.55], [0.35, 3.94, 1.20], [-0.77, 2.87, 0.35], [-5.20, 2.25, -0.35], [-3.96, 1.52, -0.17], [-2.97, 0.95, -0.04], [-5.20, 3.13, 0.30], [-6.04, 1.61, -0.09], [-5.28, 2.56, -1.39]],
  "e_tot_ha": -6573.22869,
  "charge": 2,
  "gap_ev": 7.1,
  "relative_energy_ev": 0.0000
}